[1]
Molecular formula: C35H33F14NO25
Method: DFT, ωB97M-V with the def2-TZVPD basis set

Output
Gap between HOMO and LUMO ... 8.405 eV
HOMO energy ... -9.76 eV
Structure (SMILES) ... C=C[C@]1(COC(F)(F)F)OC(=O)[C@](N=C=O)(C(=O)C(F)(F)C(F)(F)C(F)(F)C(=O)O)[C@@]1(CCC(=O)O)OCCC.O=C1OC[C@@H](F)O1.O=C1OC[C@@H](F)O1.O=C1OC[C@@H](F)O1.O=C1OC[C@@H](F)O1.O=C1OC[C@@H](F)O1

```
! wB97M-V def2-TZVPD RIJCOSX def2/J DEFGRID3
* xyz 0 1
C -2.293 2.532 1.108
C -0.973 2.255 1.193
C -0.361 0.877 0.746
C 0.855 1.148 -0.228
O 0.518 1.226 -1.621
C -0.095 2.376 -1.999
F 0.146 2.511 -3.347
F 0.371 3.503 -1.419
F -1.453 2.345 -1.892
O -1.531 0.279 0.102
C -1.127 -1.011 -0.241
O -1.170 -1.506 -1.298
C -0.548 -1.554 1.139
N 0.809 -2.070 0.674
C 0.841 -3.290 0.553
O 0.832 -4.421 0.426
C -1.298 -2.696 1.898
O -1.051 -2.899 3.039
C -2.363 -3.694 1.251
F -2.141 -3.906 -0.087
F -2.102 -4.913 1.842
C -3.879 -3.373 1.567
F -4.079 -2.425 2.527
F -4.450 -4.533 2.054
C -4.767 -2.970 0.319
F -6.053 -2.785 0.833
F -4.894 -3.986 -0.569
C -4.396 -1.605 -0.369
O -4.164 -1.554 -1.519
O -4.408 -0.493 0.432
C -0.131 -0.195 1.914
C -0.786 0.169 3.289
C -2.358 -0.010 3.388
C -2.845 1.018 4.476
O -2.736 0.708 5.619
O -3.344 2.283 4.151
O 1.230 -0.476 2.273
C 1.925 0.662 2.800
C 3.375 0.790 2.175
C 3.742 2.259 1.730
H -2.940 2.194 0.266
H -2.808 3.180 1.857
H -0.335 3.072 1.615
H 1.484 1.998 0.140
H 1.526 0.251 -0.129
H -5.089 -0.564 1.129
H -0.574 1.219 3.619
H -0.309 -0.489 4.058
H -2.529 -1.004 3.869
H -2.904 0.114 2.427
H -4.312 2.219 4.238
H 2.074 0.542 3.908
H 1.418 1.647 2.656
H 4.112 0.499 2.962
H 3.482 0.135 1.270
H 4.423 2.773 2.453
H 4.308 2.225 0.761
H 2.852 2.922 1.572
O 5.038 -0.368 0.237
C 4.560 -1.065 -0.598
O 4.026 -2.294 -0.360
C 3.441 -2.737 -1.584
C 4.199 -1.941 -2.606
F 3.426 -1.659 -3.682
O 4.481 -0.735 -1.921
H 2.373 -2.505 -1.582
H 3.567 -3.812 -1.713
H 5.133 -2.402 -2.935
O -6.238 4.391 1.017
C -6.152 3.858 -0.040
O -5.001 3.771 -0.763
C -5.283 2.945 -1.893
C -6.772 3.086 -2.027
F -7.330 1.953 -2.516
O -7.195 3.260 -0.688
H -4.976 1.918 -1.679
H -4.749 3.294 -2.776
H -7.092 3.941 -2.626
O -4.615 -4.059 7.969
C -4.339 -4.710 7.018
O -4.378 -4.252 5.735
C -3.849 -5.287 4.908
C -4.073 -6.511 5.747
F -3.106 -7.437 5.533
O -3.947 -6.019 7.067
H -2.790 -5.096 4.720
H -4.372 -5.332 3.955
H -5.056 -6.972 5.620
O 3.606 2.154 -8.925
C 3.401 2.288 -7.765
O 2.185 2.580 -7.230
C 2.328 2.524 -5.813
C 3.798 2.759 -5.634
F 4.268 2.100 -4.546
O 4.362 2.175 -6.795
H 2.013 1.542 -5.454
H 1.721 3.287 -5.327
H 4.081 3.813 -5.578
O 7.640 3.981 -2.133
C 7.943 3.297 -3.054
O 7.947 3.719 -4.352
C 8.493 2.655 -5.125
C 8.232 1.461 -4.258
F 9.199 0.523 -4.415
O 8.321 1.989 -2.950
H 9.558 2.833 -5.286
H 7.999 2.582 -6.093
H 7.249 1.006 -4.404
*
```


[2]
Molecular formula: C21H31F5GeN9O3PbS
Method: DFT, ωB97M-V with the def2-TZVPD basis set

Output
Gap between HOMO and LUMO (alpha / beta) ... 7.951 / 5.541 eV
HOMO energy (alpha / beta) ... -8.17 / -8.17 eV

```
! wB97M-V def2-TZVPD RIJCOSX def2/J DEFGRID3
* xyz 0 2
Pb -0.570 -1.306 -0.622
C -3.538 1.210 -2.486
C -2.545 2.264 -2.013
C -2.078 3.116 -3.188
C -3.157 3.137 -0.925
O -1.433 1.533 -1.474
Ge 0.099 2.162 -0.813
O 1.059 0.676 -1.196
C 2.061 0.664 -2.246
C 2.813 -0.654 -2.116
C 3.025 1.831 -2.048
C 1.366 0.757 -3.600
O -0.225 2.016 0.923
C 0.421 2.801 1.939
C 0.109 4.278 1.718
C 1.926 2.561 1.908
C -0.173 2.344 3.265
H -4.384 1.685 -2.985
H -3.063 0.514 -3.179
H -3.915 0.635 -1.636
H -2.915 3.655 -3.632
H -1.336 3.849 -2.853
H -1.621 2.484 -3.953
H -4.042 3.653 -1.301
H -3.441 2.529 -0.065
H -2.437 3.891 -0.589
H 3.166 -0.795 -1.093
H 2.167 -1.497 -2.372
H 3.667 -0.663 -2.794
H 3.479 1.777 -1.056
H 3.815 1.810 -2.798
H 2.495 2.787 -2.139
H 0.619 -0.034 -3.699
H 0.859 1.721 -3.710
H 2.090 0.653 -4.409
H 0.581 4.635 0.796
H -0.970 4.424 1.634
H 0.481 4.881 2.547
H 2.338 2.887 0.945
H 2.426 3.123 2.697
H 2.150 1.499 2.030
H -1.238 2.582 3.303
H -0.051 1.267 3.387
H 0.329 2.849 4.091
N 0.352 -4.563 -2.225
C -0.752 -3.913 -2.716
N -1.527 -4.412 -3.655
N -2.473 -3.457 -3.854
N -2.282 -2.451 -3.083
N -1.169 -2.706 -2.331
C 1.133 -4.156 -1.169
N 2.114 -4.900 -0.697
N 2.636 -4.168 0.314
N 2.014 -3.054 0.445
N 1.029 -3.002 -0.500
H 0.539 -5.480 -2.595
F 2.868 -2.597 5.751
C 1.884 -2.666 4.865
C 1.835 -1.767 3.817
F 2.777 -0.832 3.695
C 0.796 -1.828 2.915
F 0.729 -0.885 1.969
C -0.200 -2.783 3.018
S -1.472 -2.952 1.808
C -0.130 -3.681 4.079
F -1.061 -4.620 4.229
C 0.893 -3.624 5.004
F 0.934 -4.478 6.023
C -2.769 -1.941 2.573
H -2.970 -2.313 3.575
H -3.659 -2.069 1.958
H -2.475 -0.893 2.592
*
```


[3]
Molecular formula: C3H3N3O2
Method: DFT, ωB97M-V with the def2-TZVPD basis set

Output
Energy above the lowest of the compared OMol25 structures with the same formula, charge and spin ... 3.543 eV
Gap between HOMO and LUMO ... 10.187 eV
HOMO energy ... -10.12 eV
Structure (SMILES) ... [H]/N=C/n1ncoc1=O

```
! wB97M-V def2-TZVPD RIJCOSX def2/J DEFGRID3
* xyz 0 1
H 1.314 -2.065 2.203
N 0.770 -1.280 2.076
C 0.819 -0.989 0.767
N 0.000 -0.018 0.106
N -1.002 0.854 0.595
C -1.312 1.593 -0.374
O -0.700 1.248 -1.686
C 0.153 0.191 -1.256
O 0.680 -0.414 -2.194
H 1.042 -1.692 -0.111
H -1.765 2.571 -0.127
*
```


[4]
Molecular formula: C7H8BrOP
Method: DFT, ωB97M-V with the def2-TZVPD basis set

Output
Energy above the lowest of the compared OMol25 structures with the same formula, charge and spin ... 2.589 eV
Gap between HOMO and LUMO ... 6.725 eV
HOMO energy ... -7.19 eV

```
! wB97M-V def2-TZVPD RIJCOSX def2/J DEFGRID3
* xyz 0 1
C 0.977 -0.152 1.321
C 0.147 -1.214 0.977
C 1.711 0.512 0.352
C 0.096 -1.678 -0.266
C 1.640 0.063 -1.015
C 0.830 -1.081 -1.274
C -1.092 1.798 0.227
O -1.677 1.351 -0.836
P -2.789 0.442 -1.371
Br -3.704 -0.350 0.494
H 1.021 0.124 2.324
H -0.401 -1.672 1.766
H 2.222 1.477 0.469
H -0.684 -2.545 -0.570
H 2.125 0.756 -1.684
H -1.152 1.196 1.113
H 0.916 -1.443 -2.272
H -0.184 2.417 0.245
*
```


[5]
Molecular formula: C7H10
Method: DFT, ωB97M-V with the def2-TZVPD basis set

Output
Energy above the lowest of the compared OMol25 structures with the same formula, charge and spin ... 7.067 eV
Gap between HOMO and LUMO (alpha / beta) ... 7.583 / 7.786 eV
HOMO energy (alpha / beta) ... -6.75 / -6.89 eV

```
! wB97M-V def2-TZVPD RIJCOSX def2/J DEFGRID3
* xyz 0 1
C -1.701 -0.774 0.206
C -0.011 -1.110 -0.953
C -1.138 0.024 -0.839
C 0.011 0.988 -0.532
C 0.439 1.159 0.949
C 1.529 0.046 0.853
C 1.043 -0.161 -0.579
H -2.415 -1.550 -0.050
H -1.415 -0.672 1.246
H -0.078 -2.190 -0.869
H -1.730 0.196 -1.738
H 0.081 1.883 -1.155
H -0.359 0.992 1.680
H 0.871 2.149 1.118
H 2.544 0.439 0.969
H 1.400 -0.825 1.507
H 0.674 -0.783 -1.887
*
```


[6]
Molecular formula: C42H36N6OP2PtS2
Method: DFT, ωB97M-V with the def2-TZVPD basis set

Output
Energy above the lowest of the compared OMol25 structures with the same formula, charge and spin ... 0.000 eV
Gap between HOMO and LUMO (alpha / beta) ... 6.794 / 6.062 eV
HOMO energy (alpha / beta) ... -11.76 / -12.86 eV

```
! wB97M-V def2-TZVPD RIJCOSX def2/J DEFGRID3
* xyz 2 3
Pt 0.370 0.532 0.240
O -1.110 0.492 3.381
S -0.970 -0.231 2.090
C -2.602 -0.560 1.452
C -3.653 -0.783 2.339
C -4.937 -1.050 1.838
C -5.144 -1.068 0.467
C -4.073 -0.842 -0.415
C -2.774 -0.605 0.082
P -1.444 -0.055 -1.062
C -1.171 -1.515 -2.089
C -1.854 -2.720 -1.914
C -1.556 -3.805 -2.725
C -0.663 -3.665 -3.778
C 0.009 -2.452 -3.953
C -0.234 -1.392 -3.098
C -2.310 1.167 -2.096
C -2.548 1.000 -3.451
C -3.304 1.929 -4.148
C -3.838 3.030 -3.472
C -3.603 3.175 -2.123
C -2.848 2.269 -1.421
C -0.374 -1.877 2.454
C -0.916 -2.594 3.526
C -0.478 -3.863 3.813
C 0.612 -4.407 3.141
C 1.168 -3.688 2.112
C 0.691 -2.425 1.736
P 1.687 -1.409 0.574
C 2.189 -2.222 -0.959
C 2.973 -1.385 -1.760
C 3.542 -1.869 -2.926
C 3.397 -3.201 -3.252
C 2.574 -4.026 -2.454
C 1.972 -3.568 -1.281
C 3.189 -1.213 1.565
C 3.039 -0.946 2.930
C 4.168 -0.734 3.701
C 5.432 -0.716 3.133
C 5.583 -0.921 1.765
C 4.462 -1.174 0.973
H -3.457 -0.611 3.390
H -5.746 -1.237 2.514
H -6.160 -1.265 0.118
H -4.290 -0.782 -1.470
H -2.535 -2.832 -1.119
H -2.010 -4.790 -2.617
H -0.448 -4.512 -4.415
H 0.694 -2.372 -4.780
H 0.264 -0.462 -3.271
H -2.197 0.115 -3.973
H -3.439 1.778 -5.191
H -4.441 3.727 -4.019
H -4.042 4.013 -1.605
H -2.686 2.384 -0.358
H -1.736 -2.156 4.061
H -0.893 -4.447 4.604
H 0.950 -5.417 3.358
H 2.043 -4.099 1.616
H 3.104 -0.338 -1.513
H 4.233 -1.263 -3.533
H 3.876 -3.635 -4.120
H 2.458 -5.043 -2.743
H 1.416 -4.252 -0.674
H 2.083 -0.914 3.417
H 4.093 -0.584 4.793
H 6.303 -0.476 3.748
H 6.590 -0.879 1.309
H 4.620 -1.437 -0.047
N 4.992 2.807 1.715
N 3.695 2.494 1.893
N 2.916 2.897 2.883
C 1.775 2.290 2.609
N 1.903 1.595 1.433
N 3.113 1.736 1.020
H 5.140 3.582 1.083
H 5.497 2.886 2.564
H 0.907 2.375 3.239
S 0.083 3.412 0.257
C -1.062 4.702 0.020
N -2.082 4.848 0.884
C -2.988 5.853 0.818
C -2.950 6.766 -0.184
C -1.874 6.670 -1.087
C -0.977 5.649 -1.011
H -2.105 4.194 1.677
H -3.688 5.889 1.641
H -3.715 7.542 -0.271
H -1.722 7.403 -1.876
H -0.156 5.583 -1.723
*
```


[7]
Molecular formula: C2H3NO2
Method: DFT, ωB97M-V with the def2-TZVPD basis set

Output
Energy above the lowest of the compared OMol25 structures with the same formula, charge and spin ... 4.395 eV
Gap between HOMO and LUMO ... 8.643 eV
HOMO energy ... -9.22 eV

```
! wB97M-V def2-TZVPD RIJCOSX def2/J DEFGRID3
* xyz 0 1
C 0.532 -1.012 0.319
C -0.161 0.000 -0.462
N -2.007 -0.277 -0.609
O 1.220 -1.883 -0.101
O -2.484 -0.737 0.352
H 0.488 -0.829 1.297
H -0.027 0.948 -0.065
H 0.016 -0.018 -1.475
*
```


[8]
Molecular formula: C30H55FN4O5P2
Method: DFT, ωB97M-V with the def2-TZVPD basis set

Output
Gap between HOMO and LUMO ... 6.937 eV
HOMO energy ... -7.85 eV
Structure (SMILES) ... CCP(C)c1cc(C[C@@H]2CO2)c(CCF)c2nc(P(C)C)cnc12.COCCNCCOC.COCCNCCOC

```
! wB97M-V def2-TZVPD RIJCOSX def2/J DEFGRID3
* xyz 0 1
C -1.353 -5.654 0.765
C -2.561 -5.991 -0.276
P -1.863 -6.548 -1.954
C -2.836 -8.072 -2.617
C -2.084 -5.169 -3.267
C -0.773 -4.579 -3.840
C -0.898 -3.440 -4.909
C 0.426 -2.790 -5.519
C 0.391 -1.205 -4.825
C 1.180 -1.097 -3.337
O -0.418 -1.073 -3.551
C -2.273 -2.929 -5.387
C -2.461 -1.789 -6.521
C -2.779 -2.521 -7.948
F -2.412 -3.925 -7.876
C -3.591 -3.539 -4.750
N -4.835 -2.985 -5.212
C -5.972 -3.558 -4.571
P -7.669 -2.834 -5.084
C -9.035 -3.908 -4.330
C -7.740 -1.183 -4.096
C -5.842 -4.701 -3.520
N -4.643 -5.315 -3.048
C -3.534 -4.666 -3.692
H -0.740 -6.617 0.940
H -0.620 -4.883 0.341
H -1.731 -5.312 1.789
H -3.208 -5.050 -0.321
H -3.186 -6.809 0.256
H -3.546 -8.491 -1.827
H -2.117 -8.864 -3.049
H -3.456 -7.683 -3.502
H 0.237 -4.990 -3.502
H 1.402 -3.235 -5.135
H 0.381 -2.631 -6.647
H 0.482 -0.266 -5.570
H 1.107 -0.106 -2.782
H 1.138 -2.139 -2.878
H -1.528 -1.151 -6.669
H -3.358 -1.115 -6.319
H -2.257 -2.003 -8.825
H -3.913 -2.498 -8.132
H -8.920 -4.983 -4.701
H -10.034 -3.460 -4.679
H -8.932 -3.819 -3.179
H -6.909 -0.492 -4.495
H -7.421 -1.449 -3.014
H -8.770 -0.697 -4.141
H -6.827 -5.098 -3.069
C -1.103 0.650 -0.120
O -1.075 0.593 1.297
C -0.190 -0.408 1.803
C 1.008 0.237 2.501
N 1.893 0.893 1.537
C 2.909 1.748 2.154
C 2.419 2.977 2.937
O 1.809 3.976 2.125
C 0.428 3.768 1.868
H -1.908 1.326 -0.416
H -0.163 1.048 -0.514
H -1.302 -0.335 -0.552
H 0.128 -1.107 1.022
H -0.755 -0.980 2.545
H 1.570 -0.532 3.040
H 0.619 0.956 3.231
H 1.334 1.465 0.912
H 3.550 2.105 1.342
H 3.542 1.135 2.806
H 3.303 3.452 3.374
H 1.775 2.712 3.783
H -0.080 3.265 2.694
H 0.300 3.205 0.940
H -0.039 4.744 1.720
C 6.200 8.314 4.409
O 6.886 7.827 5.552
C 6.216 8.122 6.780
C 5.678 6.842 7.419
N 4.561 6.292 6.647
C 4.173 4.939 7.051
C 5.206 3.818 6.850
O 5.488 3.527 5.485
C 6.484 4.353 4.899
H 6.851 8.183 3.542
H 5.280 7.750 4.234
H 5.971 9.379 4.511
H 5.424 8.868 6.646
H 6.964 8.554 7.449
H 5.338 7.059 8.436
H 6.506 6.126 7.477
H 4.818 6.270 5.666
H 3.286 4.683 6.464
H 3.861 4.957 8.100
H 4.769 2.902 7.261
H 6.130 3.987 7.414
H 7.240 4.673 5.620
H 6.019 5.219 4.422
H 6.980 3.779 4.113
*
```


[9]
Molecular formula: C13H13BrIrN2O7
Method: DFT, ωB97M-V with the def2-TZVPD basis set

Output
Energy above the lowest of the compared OMol25 structures with the same formula, charge and spin ... 0.000 eV
Gap between HOMO and LUMO (alpha / beta) ... 9.231 / 6.764 eV
HOMO energy (alpha / beta) ... -9.29 / -9.29 eV

```
! wB97M-V def2-TZVPD RIJCOSX def2/J DEFGRID3
* xyz 0 2
Ir 0.028 -1.321 -0.322
N -2.069 -1.383 -0.236
C -2.424 -1.693 1.180
C -1.219 -1.743 2.125
O -1.297 -2.144 3.257
N -0.083 -1.199 1.553
C 1.224 -1.054 2.182
C 2.269 -1.708 1.275
O 3.275 -2.222 1.688
O 1.988 -1.604 -0.022
H -2.431 -0.458 -0.486
H -2.430 -2.090 -0.865
H -2.966 -2.632 1.250
H -3.063 -0.897 1.562
H 1.230 -1.426 3.201
H 1.459 0.016 2.168
Br 3.537 4.835 -0.837
C 1.688 4.495 -0.606
C 0.819 5.560 -0.425
C -0.535 5.308 -0.255
C -1.011 4.007 -0.264
C -0.127 2.950 -0.446
C 1.232 3.189 -0.620
C -0.664 1.551 -0.434
O -1.852 1.338 -0.231
O 0.250 0.641 -0.642
H 1.199 6.572 -0.418
H -1.218 6.135 -0.114
H -2.062 3.793 -0.130
H 1.914 2.364 -0.765
C 0.603 -4.764 -2.197
C 0.299 -3.448 -1.580
O 0.440 -2.349 -2.184
O -0.099 -3.367 -0.360
H 0.536 -4.698 -3.279
H -0.064 -5.528 -1.804
H 1.625 -5.026 -1.919
*
```